{"formula": "F2HNOS", "method": "the ωB97M-V functional and the def2-TZVPD basis", "symbols": ["N", "O", "F", "F", "S", "H"], "xyz": [[1.85, 0.28, -0.82], [-0.50, -1.13, 1.17], [-1.37, -0.66, -1.22], [-1.57, 1.13, 0.60], [-0.54, -0.12, 0.16], [2.15, 0.51, 0.11]], "e_above_lowest_kj_mol": 0.0, "multiplicity": 3, "mol_weight_da": 101.077, "orbital_gap_ev": [11.5, 10.8], "e_homo_ev": [-11.17, -12.13], "lumo_ev": [0.35, -1.33], "e_tot_ev": -19819.6267}